[1]
{
  "formula": "C5H11O3",
  "method": "ωB97M-V/def2-TZVPD",
  "charge": -1,
  "homo_lumo_gap_ev": 8.211,
  "de_lowest_ev": 1.2553,
  "homo_ev": -4.3,
  "e_lumo_ha": 0.14347,
  "species": ["C", "C", "O", "O", "H", "H", "H", "C", "C", "C", "O", "H", "H", "H", "H", "H", "H", "H", "H"],
  "xyz": [[-0.88905, -3.14146, -0.12712], [-1.66747, -1.83985, 0.16420], [-1.37778, -0.92282, -0.57142], [-2.51238, -1.99400, 1.03225], [-1.08243, -3.51196, -1.11783], [-1.22740, -4.02051, 0.48472], [0.15746, -2.96224, 0.10656], [0.65851, 1.49183, -0.53362], [-0.31132, 1.47005, 0.77646], [1.95487, 2.25833, -0.24587], [1.03358, 0.17846, -0.76017], [0.10921, 1.82857, -1.39981], [-0.75372, 0.49929, 0.98512], [2.29481, 1.82638, 0.72184], [2.73393, 1.99874, -1.03143], [1.78772, 3.37254, -0.04041], [0.14945, -0.39228, -0.97520], [-1.22573, 2.14491, 0.77047], [0.16772, 1.71602, 1.76125]],
  "atomic_forces_ev_per_a": [[-0.059, -1.416, 1.173], [0.171, -4.452, 0.363], [0.419, 3.243, -2.018], [-1.545, 1.178, 1.419], [0.437, 0.355, -0.886], [0.216, 1.006, 0.007], [0.318, -0.164, -0.488], [-1.063, -0.386, 2.462], [-0.481, 1.405, 0.516], [0.109, 0.290, 0.451], [-1.267, -2.321, -1.238], [-0.285, 0.718, -0.242], [0.230, -0.142, -0.676], [0.118, 0.296, -0.620], [-0.954, 0.742, 0.848], [0.332, -1.437, -0.682], [1.873, 1.396, 1.087], [1.103, -0.427, -0.492], [0.327, 0.114, -0.983]]
}


[2]
{
  "formula": "C5H11O3",
  "method": "ωB97M-V/def2-TZVPD",
  "charge": -1,
  "homo_lumo_gap_ev": 7.325,
  "de_lowest_ev": 2.4479,
  "homo_ev": -3.9,
  "e_lumo_ha": 0.12732,
  "species": ["C", "C", "C", "O", "O", "H", "H", "H", "H", "H", "C", "C", "O", "H", "H", "H", "H", "H", "H"],
  "xyz": [[-0.60959, 0.24867, -1.02628], [-1.53779, 0.92037, -2.09092], [-0.78496, -1.15848, -1.43161], [-0.50357, -1.39089, -2.60108], [-1.04014, -1.95182, -0.50727], [0.31902, 0.58775, -1.18920], [-0.99226, 0.52700, 0.04366], [-1.18841, 2.06247, -2.25480], [-2.49436, 0.85957, -1.72187], [-1.40384, 0.50695, -3.00418], [1.47180, -0.67004, 1.34603], [0.40697, 0.19762, 2.08491], [2.74526, -0.03068, 1.45202], [1.55221, -1.73902, 1.75173], [1.27197, -0.73492, 0.22356], [0.14736, 1.22417, 1.70022], [2.69626, 0.64107, 2.15500], [0.55661, 0.26174, 3.12982], [-0.61253, -0.36150, 1.94026]],
  "atomic_forces_ev_per_a": [[-5.279, 1.702, 0.745], [3.227, 4.878, 2.333], [1.489, -1.311, 2.008], [0.143, -0.990, -2.004], [-0.760, -1.090, 0.632], [3.615, 1.062, -0.358], [0.762, -0.691, -2.124], [-1.171, -2.012, 0.570], [-2.508, 0.147, 0.432], [0.238, -1.545, -2.588], [-0.469, 0.261, -0.753], [-2.718, -1.545, -2.030], [0.609, 0.493, 0.569], [-0.397, 1.514, -0.370], [-0.055, -0.126, 1.778], [0.989, -0.994, 0.014], [0.005, -0.551, -0.469], [0.514, -0.023, 1.259], [1.765, 0.821, 0.357]]
}


[3]
{
  "formula": "C5H11O3",
  "method": "ωB97M-V/def2-TZVPD",
  "charge": -1,
  "homo_lumo_gap_ev": 5.846,
  "de_lowest_ev": 3.1834,
  "homo_ev": -2.5,
  "e_lumo_ha": 0.12187,
  "species": ["O", "C", "C", "C", "C", "C", "O", "H", "H", "H", "H", "H", "H", "H", "H", "H", "H", "H", "O"],
  "xyz": [[-1.00347, 1.06309, 2.58597], [-0.01770, 0.84733, 1.92773], [0.20344, 1.41694, 0.55824], [0.92643, 0.45089, -0.39522], [0.00156, -0.43579, -1.22939], [-1.18010, 0.27093, -2.01817], [-1.81587, -0.56870, -2.80270], [0.73717, 0.15220, 2.34278], [0.78613, 2.33917, 0.59032], [-0.78823, 1.71149, 0.21731], [1.54173, -0.19510, 0.23765], [1.59309, 0.96975, -1.07043], [0.54660, -0.88542, -2.05155], [-0.50817, -1.20649, -0.64159], [-1.79380, 0.82552, -1.26139], [-0.62284, 1.13511, -2.52923], [2.02594, -2.60766, 0.45033], [2.31369, -1.53184, 1.40085], [2.20229, -2.49672, 1.40226]],
  "atomic_forces_ev_per_a": [[-0.035, 0.097, 0.205], [-0.283, 0.105, -0.025], [0.045, 0.038, -0.406], [-0.691, -0.527, 0.134], [-0.951, 0.389, -0.118], [1.138, 0.490, 0.291], [-0.343, -0.144, -0.272], [0.300, -0.030, -0.127], [0.095, 0.102, 0.515], [0.064, -0.069, -0.247], [0.373, 0.047, -0.045], [0.175, 0.372, -0.049], [0.296, -0.445, 0.066], [0.290, -0.144, 0.099], [-0.274, -0.150, 0.091], [-0.187, -0.044, -0.137], [-0.107, -0.401, 0.431], [-0.001, -0.304, 0.465], [0.096, 0.620, -0.873]]
}


[4]
{
  "formula": "C5H11O3",
  "method": "ωB97M-V/def2-TZVPD",
  "homo_lumo_gap_ev": [8.038, 4.518],
  "de_lowest_ev": 6.5834,
  "s2": 0.811,
  "spin_multiplicity": 2,
  "homo_ev": [-8.9, -8.1],
  "e_lumo_ha": [-0.03276, -0.13126],
  "species": ["O", "C", "O", "C", "C", "C", "C", "H", "H", "H", "H", "H", "H", "H", "H", "H", "H", "H", "O"],
  "xyz": [[-0.51262, 2.11352, -0.59648], [0.46243, 1.17315, -0.54478], [1.75393, 1.67827, -0.28758], [0.44773, -0.12178, -1.27361], [0.14279, 0.06850, 0.57096], [-1.33055, -0.22928, 0.78927], [-2.19019, -0.82727, -0.41622], [1.51341, -0.34027, -1.41160], [-0.26114, -0.33407, -2.06283], [0.34557, 0.61389, 1.57154], [0.87107, -0.82021, 0.75376], [-1.84136, 0.61397, 1.24919], [-1.25034, -1.12770, 1.52802], [-3.08984, -1.05292, 0.08590], [-2.40802, -0.08328, -1.14808], [-1.69739, -1.72738, -1.00436], [2.32680, 1.06760, 0.20576], [3.69830, -0.34918, 1.36443], [3.01943, -0.31556, 0.62670]],
  "atomic_forces_ev_per_a": [[2.933, -3.621, 0.335], [-1.535, 4.736, -2.424], [-0.926, 0.662, -0.394], [2.502, 3.420, 0.726], [-0.704, -2.967, 2.409], [-0.191, -3.554, -0.226], [2.478, -0.473, 0.286], [-0.720, -0.883, 0.245], [-0.662, -0.429, 1.016], [0.610, 0.207, -2.175], [-0.893, 0.836, -0.333], [0.027, -0.091, -0.152], [-0.615, 1.664, -0.754], [-1.243, -0.923, 0.040], [-0.064, 0.738, -0.502], [-1.064, 1.569, 1.696], [-0.209, -0.230, -0.080], [-0.900, 0.018, -1.018], [1.176, -0.678, 1.306]]
}


[5]
{
  "formula": "C5H11O4Yb",
  "method": "ωB97M-V/def2-TZVPD",
  "charge": 1,
  "homo_lumo_gap_ev": [8.186, 9.225],
  "de_lowest_ev": 0.0000,
  "s2": 2.004,
  "spin_multiplicity": 3,
  "homo_ev": [-12.3, -13.6],
  "e_lumo_ha": [-0.15226, -0.16200],
  "species": ["C", "O", "C", "O", "C", "C", "O", "Yb", "H", "H", "H", "H", "H", "H", "H", "O", "H", "C", "H", "H", "H"],
  "xyz": [[2.96478, 0.06330, -0.32788], [2.26206, -0.86612, 0.41745], [2.20726, 1.38428, -0.41039], [0.85435, 1.04345, -0.76138], [-0.12615, 1.95190, -0.49941], [-1.47941, 1.34988, -0.57867], [-1.43836, 0.08049, 0.05184], [0.38010, -1.13767, 0.10173], [3.14691, -0.29377, -1.36489], [3.96188, 0.29116, 0.09942], [2.61681, 2.06829, -1.16773], [2.18512, 1.88417, 0.56944], [0.08288, 3.00383, -0.70167], [-1.80296, 1.21620, -1.63326], [-2.21458, 2.00401, -0.08203], [-1.03343, -2.76804, -0.30529], [-1.15385, -3.49323, 0.30670], [-2.77505, -0.83796, -0.06140], [-2.94462, -1.21285, -1.08434], [-3.43653, -0.20578, 0.55497], [-3.12605, -1.72606, 0.46423]],
  "atomic_forces_ev_per_a": [[1.277, 0.904, -0.732], [1.402, 0.048, 0.416], [0.768, 0.434, 0.345], [-0.266, -0.799, -0.136], [-0.327, 0.308, 0.043], [-1.028, 0.852, -0.609], [-1.088, -3.090, 0.649], [-3.037, -2.147, -0.634], [-0.058, 0.003, 0.434], [-0.390, -0.192, -0.134], [-0.064, -0.235, 0.214], [-0.026, -0.117, -0.257], [-0.121, -0.332, 0.134], [0.069, 0.010, 0.347], [0.222, -0.172, -0.192], [1.889, 1.417, 0.486], [-0.101, -0.444, -0.124], [-1.428, 1.987, 0.433], [0.099, 1.457, 0.145], [-0.352, 0.838, -1.741], [2.561, -0.728, 0.913]]
}


[6]
{
  "formula": "C5H11O4Zn",
  "method": "ωB97M-V/def2-TZVPD",
  "homo_lumo_gap_ev": [7.151, 9.212],
  "de_lowest_ev": 0.0000,
  "s2": 0.754,
  "spin_multiplicity": 2,
  "homo_ev": [-7.4, -9.5],
  "e_lumo_ha": [-0.01062, -0.01009],
  "species": ["C", "O", "H", "H", "H", "O", "C", "C", "O", "C", "C", "O", "Zn", "H", "H", "H", "H", "H", "H", "H", "H"],
  "xyz": [[-1.25773, 1.68003, 3.29397], [-1.44909, 0.31924, 3.12306], [-1.32030, 2.24326, 2.34708], [-2.07582, 2.05160, 3.96121], [-0.30080, 1.91931, 3.79143], [1.55128, -0.98661, 1.10760], [0.24919, -1.33078, 1.08494], [-0.37383, -1.39583, -0.28854], [0.12223, -0.26779, -1.02610], [0.14607, -0.34703, -2.45272], [1.15382, 0.70213, -2.92530], [2.35373, 0.61080, -2.22419], [1.99718, 0.03446, -0.46546], [-0.77393, -0.20647, 2.34534], [-0.08632, -2.07060, 1.82589], [-1.47247, -1.37090, -0.23985], [-0.07008, -2.30909, -0.83466], [-0.86110, -0.17138, -2.86235], [0.48322, -1.35812, -2.74192], [0.68925, 1.70381, -2.80582], [1.29550, 0.54996, -4.01359]],
  "atomic_forces_ev_per_a": [[0.009, 0.936, 0.192], [1.906, -3.144, -2.700], [0.052, -0.037, 0.217], [0.579, -0.304, -0.515], [-0.179, -0.010, -0.178], [-0.172, 0.310, -0.321], [0.561, 0.031, -0.296], [-0.478, -0.210, 0.196], [-0.998, -0.029, -0.036], [-0.176, -0.275, -0.531], [-0.595, 0.240, -0.164], [0.346, -0.217, 0.854], [0.511, -0.181, 0.016], [-2.276, 2.535, 2.813], [0.183, 0.234, -0.226], [0.268, 0.021, -0.034], [-0.008, 0.130, 0.121], [0.265, -0.030, 0.149], [-0.080, 0.252, 0.080], [0.156, -0.275, -0.026], [0.127, 0.024, 0.390]]
}